(1)
This record from the Open Molecules 2025 dataset describes a 7-piece molecular cluster, C31H39N7O2 overall. The level of theory is ωB97M-V/def2-TZVPD.

Geometry as XYZ:
```
79
C31H39N7O2 (ωB97M-V/def2-TZVPD)
C 0.86462 0.91246 1.64359
N 0.70288 0.51801 0.26345
C -0.49656 0.18709 -0.24871
C -0.50375 -0.27552 -1.69555
O -1.52471 0.24387 0.41765
H 0.62380 0.05858 2.28450
H 0.17693 1.71043 1.92356
H 1.87538 1.24471 1.86006
H 1.49412 0.39642 -0.34509
H -0.47055 -1.36446 -1.68426
H 0.29172 0.16826 -2.29233
H -1.43340 0.10189 -2.12186
C -3.68712 -2.82777 0.16662
N -3.24942 -1.89516 1.16599
C -3.27894 -2.22983 2.47732
C -2.71673 -1.19091 3.42777
O -3.71495 -3.29074 2.89563
H -2.88395 -3.40641 -0.29908
H -4.14240 -2.26365 -0.65697
H -4.50416 -3.43924 0.53564
H -2.62756 -1.15327 0.85769
H -3.36682 -1.16615 4.30104
H -2.66374 -0.19565 2.98883
H -1.72863 -1.51308 3.75589
C -1.71190 5.12282 3.95385
C -0.92937 6.21430 3.60802
C 0.42576 5.99229 3.39975
N 1.02111 4.82917 3.56420
C 0.26788 3.79504 3.93749
C -1.09914 3.89499 4.14943
H -2.79095 5.18654 4.02279
H -1.40740 7.15319 3.36663
H 1.06266 6.80276 3.05771
H 0.82160 2.88290 4.13253
H -1.67231 2.99596 4.33979
C -0.03459 -6.03556 -4.16103
C -0.86432 -4.96081 -4.43573
C -0.63310 -3.75623 -3.79354
N 0.37002 -3.57224 -2.94360
C 1.16636 -4.61000 -2.69126
C 1.01922 -5.85597 -3.27474
H -0.17751 -6.97223 -4.68488
H -1.71940 -5.13089 -5.07760
H -1.32001 -2.93240 -3.95109
H 1.93754 -4.44316 -1.94601
H 1.66359 -6.67378 -2.98310
C 4.39632 3.77274 -0.64441
C 3.17802 3.64824 0.00338
C 2.09236 3.23166 -0.75215
N 2.16599 2.84684 -2.02135
C 3.33726 2.99024 -2.62591
C 4.49077 3.40979 -1.97993
H 5.28051 3.98039 -0.05302
H 3.04742 3.81931 1.06342
H 1.08643 3.17309 -0.34757
H 3.40256 2.76518 -3.68646
H 5.45961 3.36144 -2.45773
C 4.72833 -0.26295 4.20318
C 5.26900 1.00170 4.39695
C 5.43090 1.84424 3.31094
N 5.04383 1.51248 2.08168
C 4.41479 0.35954 1.93028
C 4.24674 -0.57979 2.94271
H 4.63937 -0.97725 5.01125
H 5.66142 1.25963 5.37335
H 5.90679 2.80712 3.45274
H 4.11668 0.05285 0.92915
H 3.73105 -1.51429 2.77019
C -3.69484 -1.81778 -3.35396
C -4.43395 -2.98736 -3.40838
C -5.36201 -3.13603 -4.41955
N -5.60941 -2.18703 -5.31517
C -4.89623 -1.08420 -5.26893
C -3.91858 -0.85390 -4.31523
H -2.99600 -1.62041 -2.55058
H -4.22635 -3.79261 -2.71365
H -5.92778 -4.05680 -4.50746
H -5.09116 -0.31802 -6.01217
H -3.40162 0.09534 -4.24665
```

As for the electronic energy: -1738.435905 hartree. The calculation puts the orbital gap at 0.34278 Ha. The molar mass is 541.70 u. The LUMO energy is 0.43 eV.

Here are the Löwdin charges for atoms 1 to 2, given in e:
1 C -0.0686
2 N 0.0205

---

(2)
This record from the Open Molecules 2025 dataset describes C19H32N2OPdSSi as an isolated structure. The level of theory is ωB97M-V/def2-TZVPD.

Geometry as XYZ:
```
57
C19H32N2OPdSSi (ωB97M-V/def2-TZVPD)
Pd -0.46461 0.00950 0.04909
C 1.87722 -2.77523 0.40987
C 0.74968 -2.88198 -0.56922
C 0.54266 -3.99826 -1.36409
C -0.53877 -4.01722 -2.24387
C -1.39172 -2.93916 -2.34856
C -1.13491 -1.82077 -1.54559
N -0.08677 -1.84746 -0.68469
N -1.79331 -0.63378 -1.46674
Si -3.40788 -0.55306 -0.83509
C -3.65878 -1.88019 0.46637
C -3.57411 1.14925 -0.07034
C -4.71078 -0.75007 -2.16913
H 1.95557 -3.68763 1.00127
H 1.72367 -1.92573 1.07336
H 2.82279 -2.64275 -0.12020
H 1.21144 -4.84365 -1.28422
H -0.71002 -4.89383 -2.85694
H -2.22901 -2.92893 -3.03260
H -2.90283 -1.79675 1.25119
H -3.58092 -2.88019 0.03191
H -4.64283 -1.79621 0.93353
H -2.97009 1.25038 0.83584
H -4.61114 1.36044 0.20238
H -3.25025 1.91735 -0.77685
H -4.62098 -1.71457 -2.67503
H -4.61471 0.03353 -2.92358
H -5.71582 -0.69207 -1.74402
O -0.01469 2.18978 -0.50191
S -0.21687 2.18823 -2.00561
C 0.32948 3.84753 -2.53361
C 1.47611 3.66837 -3.52234
C 2.27467 2.47183 -3.01293
C 1.24430 1.38573 -2.73739
H 0.66417 4.31100 -1.60385
H -0.52599 4.39517 -2.92295
H 2.07929 4.57421 -3.58709
H 1.08761 3.46031 -4.52234
H 2.79034 2.73414 -2.08689
H 3.02396 2.13776 -3.73062
H 1.54926 0.62610 -2.01779
H 0.90356 0.89315 -3.64999
C 1.43128 -0.17100 5.03859
C 2.09545 0.58928 3.88315
C 2.13530 2.08734 4.21198
C 3.52690 0.07229 3.68782
C 1.32553 0.37566 2.64541
C 0.66270 0.21113 1.64453
H 1.97562 0.00558 5.96966
H 1.42283 -1.24312 4.83835
H 0.40006 0.15798 5.16972
H 2.66676 2.25307 5.15246
H 1.12492 2.48592 4.30674
H 2.64396 2.63988 3.42118
H 4.11098 0.22576 4.59877
H 4.01627 0.59952 2.86802
H 3.52345 -0.99358 3.45489
```

The energy relative to the best compared isomer or geometry (same formula, charge and spin) comes out at 0.000 eV. As for the electronic energy: -1743.455147 hartree. The calculation puts the orbital gap at 0.29421 Ha. The molar mass is 471.05 u. The LUMO energy is 0.22 eV.

Here are the Löwdin charges for atoms 1 to 2, given in e:
1 Pd 0.8647
2 C -0.0219

---

(3)
This record from the Open Molecules 2025 dataset describes one molecule with the formula C4H6ClNS. The level of theory is ωB97M-V/def2-TZVPD.

Geometry as XYZ:
```
13
C4H6ClNS (ωB97M-V/def2-TZVPD)
C 0.09971 -1.05906 1.07936
C 0.18768 0.30102 0.35299
C 1.40599 0.96055 0.47707
Cl 2.02746 2.55732 -0.22246
N -0.72307 0.77494 -0.59086
C -1.29281 -0.21022 -1.36192
S -1.66559 -1.69786 -1.10910
H -0.92756 -1.32516 1.37877
H 0.26990 -1.89247 0.11730
H 0.88321 -1.05894 1.78095
H 2.06777 0.80314 1.41366
H -0.74101 1.65281 -0.96664
H -1.59168 0.19392 -2.34914
```

The energy relative to the best compared isomer or geometry (same formula, charge and spin) comes out at 2.259 eV. As for the electronic energy: -1069.055554 hartree. The calculation puts the orbital gap at 0.31746 Ha. The molar mass is 135.62 u. The LUMO energy is 0.30 eV.

Here are the Löwdin charges for atoms 1 to 2, given in e:
1 C -0.1059
2 C -0.3845

---

(4)
This record from the Open Molecules 2025 dataset describes one molecule with the formula C22H15F5N2O3S. The level of theory is ωB97M-V/def2-TZVPD.

Geometry as XYZ:
```
48
C22H15F5N2O3S (ωB97M-V/def2-TZVPD)
C 3.81484 -3.21759 -3.86439
S 2.86016 -3.75438 -2.41434
O 2.24511 -5.13468 -2.63613
O 3.68535 -3.71637 -1.24326
C 1.55212 -2.63275 -2.23622
C 0.25459 -2.80872 -2.75779
C -0.59231 -1.67668 -2.90063
C -0.34919 -0.45900 -2.08505
C -1.43531 0.62694 -2.25640
C -2.82992 0.31157 -2.19401
C -3.87390 1.20136 -2.21086
C -3.52605 2.60029 -2.22976
F -4.48706 3.54340 -2.28769
C -2.17974 2.91135 -2.30623
F -1.99935 4.23359 -2.40796
C -1.15445 1.97464 -2.28791
C 0.81700 -0.44850 -1.34851
C 1.18219 0.76137 -0.59527
O 2.18869 1.36068 -0.91984
N 0.52606 1.13786 0.55421
C -0.26433 0.23953 1.37726
C -0.15660 0.61196 2.83243
C -0.74302 0.08129 3.98227
C -0.58088 0.81500 5.17823
C -1.14199 0.28470 6.43722
F -1.97176 1.28363 6.81051
F -1.96236 -0.87777 6.18139
F -0.37780 0.19434 7.56714
C 0.20987 1.99067 5.13678
N 0.65240 2.51293 4.01353
C 0.43900 1.84778 2.88927
C 0.98444 2.20113 1.51028
C 1.82372 -1.38608 -1.54737
H 4.46838 -2.39309 -3.52301
H 4.51421 -4.01702 -4.17440
H 3.20687 -2.87904 -4.74175
H 0.19156 -3.66821 -3.30579
H -1.40916 -1.68442 -3.59133
H -2.93924 -0.78073 -1.91163
H -4.85600 0.81433 -2.00975
H -0.11520 2.36952 -2.45995
H 0.14441 -0.81524 1.45339
H -1.36109 0.35829 1.06669
H -1.25602 -0.87901 4.11017
H 0.37724 2.61919 5.92113
H 2.09237 2.33446 1.49662
H 0.44213 3.05953 1.15215
H 2.89002 -1.05204 -1.22345
```

The energy relative to the best compared isomer or geometry (same formula, charge and spin) comes out at 2.960 eV. As for the electronic energy: -2079.999299 hartree. The calculation puts the orbital gap at 0.32783 Ha. The molar mass is 482.43 u. The LUMO energy is -0.60 eV.

Here are the Löwdin charges for atoms 1 to 2, given in e:
1 C -0.1348
2 S 0.6727

---

(5)
This record from the Open Molecules 2025 dataset describes C15H15IrN7O5S2 as an isolated structure. The level of theory is ωB97M-V/def2-TZVPD.

Geometry as XYZ:
```
45
C15H15IrN7O5S2 (ωB97M-V/def2-TZVPD)
Ir -0.57804 -0.66038 0.96137
O 1.63613 -0.57466 4.46069
C 1.19913 -0.59679 3.32944
O -0.03281 -0.56057 2.97160
C 2.17513 -0.63892 2.17641
C 3.54204 -0.65870 2.39281
C 4.38708 -0.66288 1.29849
C 3.83426 -0.62109 0.02467
C 2.45996 -0.60386 -0.10545
N 1.64913 -0.62798 0.95478
H 3.89620 -0.66081 3.41364
H 5.46036 -0.70025 1.43011
H 4.45678 -0.59666 -0.85846
H 1.98819 -0.55840 -1.07692
N -0.28923 -2.65033 -1.80786
C -0.39923 -1.36781 -2.15134
N -0.42470 -1.06344 -3.44439
C -0.43373 0.23569 -3.72833
N -0.42895 0.57934 -5.02231
N -0.40724 1.22142 -2.81250
C -0.42049 0.84858 -1.56138
N -0.41766 -0.44051 -1.15914
C -0.43086 1.89243 -0.51938
C -0.44174 3.24411 -0.81197
C -0.44302 4.15424 0.23029
C -0.44270 3.68666 1.53457
C -0.44807 2.31706 1.74653
N -0.42916 1.45340 0.73584
H -0.43719 -3.33574 -2.52800
H -0.42038 -2.89630 -0.83697
H -0.56305 -0.14802 -5.70194
H -0.55801 1.54164 -5.27732
H -0.45460 3.54043 -1.85089
H -0.45177 5.21774 0.03324
H -0.44225 4.36556 2.37501
H -0.45588 1.89375 2.74309
C -0.51446 -2.73731 1.18514
H -1.35723 -3.26140 0.72324
H -0.59785 -2.90593 2.26024
H 0.43292 -3.18013 0.85585
O -5.48792 -1.93531 1.35873
S -5.24403 -0.72508 0.64466
O -5.21614 -0.77221 -0.78495
O -5.57737 0.51313 1.27027
S -2.87154 -0.56370 0.92876
```

The energy relative to the best compared isomer or geometry (same formula, charge and spin) comes out at 1.917 eV. As for the electronic energy: -2240.886639 hartree. As for the expectation value of S²: 0.755. The calculation puts the orbital gap (spin up / spin down) at 0.24913 / 0.23476 Ha. The molar mass is 629.68 u. The LUMO energy (spin up / spin down) is -1.19 / -1.28 eV. Its multiplicity is 2.

Here are the Löwdin charges for atoms 1 to 2, given in e:
1 Ir 1.0432
2 O 0.0824